Record 1
ORCA calculation (ωB97M-V/def2-TZVPD) on a structure of composition C28H31ClN6O5ReS4Si at a distorted geometry.

ORCA input file:
```
! wB97M-V def2-TZVPD RIJCOSX def2/J DEFGRID3
* xyz 0 2
Re -0.755 -0.118 -0.158
C -4.462 5.052 -0.048
Si -2.676 5.192 -0.551
C -2.434 4.881 -2.368
C -2.028 6.903 -0.178
C -1.756 3.991 0.601
C -1.528 4.384 1.917
C -0.996 3.512 2.865
C -0.738 2.216 2.483
N -0.918 1.813 1.223
C -1.387 2.670 0.306
S -1.421 1.889 -1.253
H -5.102 5.708 -0.643
H -4.584 5.326 1.003
H -4.825 4.028 -0.169
H -2.847 5.727 -2.923
H -2.928 3.971 -2.709
H -1.373 4.799 -2.618
H -2.556 7.636 -0.794
H -0.963 6.979 -0.411
H -2.167 7.196 0.865
H -1.774 5.396 2.220
H -0.801 3.832 3.879
H -0.382 1.468 3.183
C 1.975 2.378 0.121
C 1.973 1.233 1.074
N 1.127 0.226 1.076
C 1.412 -0.691 2.065
C 2.477 -0.373 2.835
S 3.143 1.105 2.304
C 0.558 -1.856 2.118
C 0.589 -2.887 2.989
S -0.619 -4.013 2.572
C -1.116 -3.044 1.256
N -0.407 -1.941 1.139
C -2.262 -3.490 0.416
H 0.993 2.501 -0.322
H 2.694 2.192 -0.679
H 2.264 3.299 0.629
H 2.901 -0.921 3.660
H 1.256 -3.045 3.820
H -2.149 -4.542 0.156
H -2.311 -2.912 -0.495
H -3.193 -3.372 0.976
C -1.849 -1.554 -4.068
O -1.750 -0.801 -2.841
C -1.065 -1.353 -1.815
O -0.540 -2.444 -1.889
H -2.894 -1.811 -4.224
H -1.243 -2.452 -4.013
H -1.505 -0.907 -4.871
O 6.867 -3.724 -2.547
S 7.395 -3.334 -3.841
O 6.945 -4.148 -4.957
O 8.796 -2.977 -3.852
C 6.521 -1.786 -4.219
N 7.023 -0.966 -5.154
C 6.280 0.076 -5.487
C 5.045 0.345 -4.908
C 4.629 -0.546 -3.939
N 5.354 -1.604 -3.604
C 3.375 -0.395 -3.146
C 3.144 -1.284 -2.098
C 2.033 -1.120 -1.312
N 1.148 -0.123 -1.489
C 1.337 0.700 -2.528
C 2.426 0.596 -3.371
H 6.690 0.738 -6.245
H 4.466 1.207 -5.210
H 3.850 -2.087 -1.927
H 1.826 -1.805 -0.501
H 0.594 1.470 -2.676
H 2.515 1.288 -4.196
Cl -2.888 -0.465 2.299
C -2.801 -0.225 0.499
H -3.349 0.692 0.305
H -3.368 -1.049 0.075
*
```

Calculated values
Relative energy (zero: lowest compared OMol25 entry of this formula, charge and spin) in kJ/mol: 55.6
HOMO level (alpha / beta) in eV: -7.08 / -7.08
HOMO-LUMO gap (alpha / beta) in eV: 5.40 / 5.02

So, what does the Löwdin scheme give us? The charges, in e, come out as: 1.338, -0.167, 0.504, -0.203, -0.178, -0.217, -0.061, -0.039, -0.138, -0.107, -0.689, 0.738, 0.037, 0.036, 0.036, 0.038, 0.013, 0.032, 0.038, 0.040, 0.026, 0.102, 0.110, 0.116, -0.052, -0.604, -0.065, -0.326, -0.299, 1.150, -0.337, -0.305, 1.139, -0.610, -0.056, -0.072, 0.033, 0.094, 0.093, 0.090, 0.089, 0.095, 0.048, 0.091, -0.033, -0.142, -0.628, 0.001, 0.091, 0.085, 0.091, -0.374, 0.386, -0.353, -0.355, -0.324, 0.134, -0.115, -0.003, -0.232, 0.153, -0.105, 0.044, -0.102, -0.084, -0.149, 0.015, 0.110, 0.097, 0.130, 0.114, 0.055, 0.113, 0.497, -0.701, -0.017, -0.003


Record 2
ORCA calculation (ωB97M-V/def2-TZVPD) on a structure of composition C28H31CrF6N5O3.

ORCA input file:
```
! wB97M-V def2-TZVPD RIJCOSX def2/J DEFGRID3
* xyz 1 4
Cr -0.847 0.495 -0.196
C 1.517 -5.700 1.817
C 1.383 -4.265 1.388
C 2.159 -3.744 0.351
C 1.992 -2.447 -0.084
C 1.064 -1.585 0.509
N 0.877 -0.279 0.012
C 2.048 0.438 -0.312
C 3.172 0.362 0.523
C 4.309 1.102 0.284
C 4.386 1.987 -0.793
C 5.613 2.825 -1.023
C 3.283 2.078 -1.620
C 2.145 1.304 -1.402
N 1.085 1.402 -2.345
C 1.173 1.671 -3.660
C -0.107 1.766 -4.160
C -0.936 1.522 -3.068
N -0.208 1.312 -1.971
C 0.309 -2.104 1.558
C 0.451 -3.426 1.972
N -0.654 -1.297 2.237
C -1.099 -1.438 3.501
C -2.155 -0.571 3.677
C -2.290 0.078 2.450
N -1.378 -0.366 1.590
H 2.551 -6.033 1.749
H 0.919 -6.351 1.176
H 1.180 -5.842 2.843
H 2.890 -4.377 -0.138
H 2.586 -2.072 -0.908
H 3.138 -0.311 1.370
H 5.155 1.003 0.954
H 6.516 2.217 -0.971
H 5.700 3.604 -0.263
H 5.587 3.309 -1.998
H 3.297 2.767 -2.456
H 2.132 1.751 -4.143
H -0.398 1.953 -5.178
H -2.010 1.451 -3.015
H -0.192 -3.809 2.755
H -0.635 -2.137 4.176
H -2.741 -0.430 4.568
H -2.986 0.843 2.146
C 0.909 1.592 2.738
O 0.321 2.079 1.547
C -0.405 3.280 1.704
C -1.044 3.455 0.366
O -1.933 2.336 0.190
C -3.199 2.706 -0.393
H 1.627 2.312 3.140
H 1.431 0.673 2.484
H 0.144 1.383 3.493
H 0.249 4.127 1.943
H -1.161 3.186 2.492
H -0.268 3.410 -0.403
H -1.587 4.391 0.257
H -3.647 3.499 0.204
H -3.827 1.823 -0.395
H -3.058 3.047 -1.421
C -3.422 -2.102 -0.225
C -2.997 -1.213 -1.392
O -2.454 -0.007 -0.995
C -4.249 -0.852 -2.225
F -5.159 -0.269 -1.431
F -3.980 0.018 -3.206
F -4.820 -1.922 -2.776
C -1.982 -1.989 -2.261
F -1.688 -1.364 -3.405
F -0.826 -2.104 -1.571
F -2.391 -3.221 -2.558
H -4.012 -1.508 0.469
H -2.539 -2.475 0.294
H -4.013 -2.950 -0.567
*
```

Calculated values
Relative energy (zero: lowest compared OMol25 entry of this formula, charge and spin) in kJ/mol: 0.0
HOMO level (alpha / beta) in eV: -10.19 / -10.37
HOMO-LUMO gap (alpha / beta) in eV: 7.22 / 7.92

So, what does the Löwdin scheme give us? The charges, in e, come out as: 0.958, -0.039, -0.257, -0.013, -0.003, -0.241, -0.065, -0.222, -0.022, -0.017, -0.263, -0.041, 0.025, -0.113, -0.043, -0.017, -0.006, -0.093, -0.004, -0.119, 0.027, -0.041, -0.027, -0.015, -0.098, -0.006, 0.084, 0.091, 0.080, 0.123, 0.131, 0.122, 0.124, 0.086, 0.088, 0.078, 0.120, 0.136, 0.113, 0.110, 0.120, 0.136, 0.111, 0.129, -0.059, -0.232, -0.171, -0.149, -0.293, -0.026, 0.109, 0.074, 0.094, 0.146, 0.143, 0.131, 0.140, 0.107, 0.083, 0.105, 0.036, -0.404, -0.237, -0.568, 0.160, 0.160, 0.181, -0.552, 0.176, 0.144, 0.183, 0.098, 0.089, 0.106


Record 3
ORCA calculation (ωB97M-V/def2-TZVPD) on a cluster of 3 separate species, C28H31F2N5O8P in total at a distorted geometry.

ORCA input file:
```
! wB97M-V def2-TZVPD RIJCOSX def2/J DEFGRID3
* xyz -1 1
C -0.003 -3.000 0.602
C -0.256 -1.497 0.415
C 0.797 -0.950 -0.561
N 0.802 0.516 -0.603
C -0.505 1.078 -0.680
C -0.842 2.158 0.127
C -2.104 2.732 0.080
C -3.030 2.155 -0.789
C -2.606 1.076 -1.555
N -1.393 0.529 -1.517
C 1.766 1.098 -1.599
C 2.634 -0.032 -2.232
O 2.169 -0.653 -3.205
O 3.703 -0.249 -1.610
N 1.044 1.959 -2.580
C 1.202 3.355 -2.581
O 0.566 4.157 -2.017
F 2.131 3.763 -3.463
C 0.862 1.439 -3.893
O -0.151 1.102 -4.373
F 1.951 1.492 -4.639
P 2.862 2.189 -0.518
C 3.304 1.291 1.015
C 2.274 1.416 2.129
C 4.374 2.639 -1.472
C 5.677 2.486 -0.690
H -0.476 -3.562 -0.192
H -0.439 -3.342 1.541
H 1.057 -3.239 0.656
H -1.239 -1.437 -0.035
H -0.227 -0.974 1.364
H 0.557 -1.388 -1.529
H 1.742 -1.331 -0.198
H -0.096 2.572 0.785
H -2.360 3.572 0.704
H -4.035 2.535 -0.871
H -3.317 0.630 -2.244
H 3.493 0.235 0.826
H 4.238 1.711 1.380
H 2.024 2.467 2.285
H 1.344 0.923 1.877
H 2.655 1.042 3.077
H 4.440 1.963 -2.324
H 4.305 3.650 -1.857
H 6.542 2.517 -1.347
H 5.704 1.562 -0.123
H 5.779 3.299 0.030
C -2.796 -1.755 -4.803
C -3.825 -2.692 -4.805
C -4.073 -3.457 -3.677
C -3.280 -3.266 -2.560
C -2.249 -2.343 -2.544
C -2.006 -1.581 -3.675
N -3.552 -4.053 -1.343
O -4.458 -4.864 -1.374
O -2.853 -3.833 -0.374
H -2.611 -1.154 -5.684
H -4.437 -2.824 -5.687
H -4.871 -4.184 -3.672
H -1.640 -2.205 -1.666
H -1.208 -0.851 -3.668
C -1.097 -1.894 6.818
C -1.112 -0.580 7.266
C -1.093 0.465 6.356
C -1.062 0.171 5.006
C -1.042 -1.130 4.540
C -1.058 -2.169 5.458
N -1.061 1.274 4.031
O -1.058 2.411 4.462
O -1.060 0.974 2.858
H -1.116 -2.708 7.532
H -1.140 -0.368 8.326
H -1.103 1.489 6.696
H -1.014 -1.338 3.480
H -1.044 -3.192 5.108
*
```

Calculated values
HOMO level in eV: -4.47
HOMO-LUMO gap in eV: 5.73

So, what does the Löwdin scheme give us? The charges, in e, come out as: -0.098, -0.225, -0.171, -0.030, -0.301, -0.021, -0.053, -0.067, -0.131, 0.152, -0.367, -0.687, 0.000, -0.052, 0.098, -0.557, 0.180, 0.115, -0.512, 0.183, 0.145, 1.079, -0.411, -0.180, -0.405, -0.169, 0.048, 0.061, 0.073, 0.072, 0.078, 0.115, 0.117, 0.096, 0.104, 0.089, 0.100, 0.071, 0.060, 0.059, 0.025, 0.063, 0.070, 0.057, 0.063, 0.052, 0.062, -0.056, -0.079, -0.022, -0.138, 0.010, -0.052, -0.344, 0.062, 0.067, 0.109, 0.100, 0.111, 0.077, 0.083, -0.078, -0.074, -0.007, -0.137, 0.011, -0.061, -0.332, 0.077, 0.078, 0.103, 0.104, 0.117, 0.107, 0.109